No. 1
The following is a quantum chemistry calculation of a cluster of 3 separate species, C4H13N3 in total in a non-equilibrium geometry, from OMol25.

The geometry in XYZ format:
```
20
Properties=species:S:1:pos:R:3:forces:R:3:lowdin_charge:R:1
N -1.537977 -0.225381 -0.488706 -1.513 -0.161 -0.013 -0.27
C -2.193614 -1.077833 0.478332 0.007 0.295 -0.399 -0.23
H -2.892983 1.375241 -0.336270 -0.079 0.056 0.230 0.07
H -1.325973 1.782792 -0.974845 0.095 0.165 0.110 0.06
H 0.121146 0.078871 -0.938386 0.987 -2.536 3.174 0.17
N 0.601632 -0.712089 -0.274140 2.047 3.278 -3.275 -0.07
H -1.973175 -0.801577 1.523750 0.043 -0.071 0.096 0.05
H -1.498985 1.496813 0.786230 -0.160 0.121 0.036 0.06
H -3.285446 -1.008259 0.375869 -0.121 -0.058 0.023 0.07
C 2.893894 1.002142 -0.449350 -0.427 -0.034 0.091 -0.10
C 2.412580 -0.142409 -0.902134 0.598 -0.086 0.175 -0.07
H 0.208059 -0.101722 1.564935 -0.150 -0.122 -0.085 0.07
C -1.821082 1.164252 -0.220302 0.262 -0.348 -0.204 -0.23
H 1.745341 -0.658504 1.359020 -0.012 0.135 -0.303 0.07
H 2.385779 1.594663 0.313145 -0.138 -0.178 0.051 0.04
H 2.893627 -0.735989 -1.676916 -0.151 -0.011 0.001 0.05
H 0.591189 -1.572752 -0.788924 -0.497 -0.490 0.335 0.11
H 3.811495 1.477950 -0.790700 0.010 -0.257 -0.206 0.05
N 0.772621 -0.815718 1.116516 -0.790 0.286 0.082 0.03
H -1.908127 -2.120490 0.322875 -0.011 0.016 0.082 0.06
```
Forces are in eV/Å.

- M (g/mol) = 103.169
- frontier orbital gap (spin up / spin down) (eV) = 8.0 / 6.2
- 2S+1 = 1

=====

No. 2
The following is a quantum chemistry calculation of a cluster of 2 separate species, C4H13N3O in total in a non-equilibrium geometry, from OMol25.

The geometry in XYZ format:
```
21
Properties=species:S:1:pos:R:3:forces:R:3:lowdin_charge:R:1
N 0.940938 -1.415400 -0.302289 0.962 1.191 -0.258 0.12
H 0.185742 -0.087473 1.897748 0.008 -0.022 -0.036 0.08
N -0.287652 0.592824 -0.656527 1.611 0.013 0.245 -0.06
H -2.689001 -1.610798 -0.876182 0.002 -0.048 0.047 0.07
H -2.493571 -1.131845 0.890259 -0.041 -0.050 0.000 0.07
C 1.101133 0.026754 -0.066806 -2.492 -0.903 0.529 -0.72
C -1.987733 -1.465191 -0.033934 -0.361 0.731 -0.193 -0.32
H 1.953413 -0.260337 1.875745 0.014 0.007 -0.026 0.08
H 2.140041 0.334829 -1.691164 -0.016 -0.017 0.021 0.04
H -1.083799 1.894790 0.782451 -0.040 -0.002 -0.038 0.08
C -0.704940 1.938836 -0.238137 0.316 -0.075 -0.006 -0.10
C 1.107893 0.269868 1.439241 -0.113 0.027 -0.223 -0.03
H 1.088180 -1.718372 -1.256699 0.079 -0.081 0.205 0.10
H 1.311387 -2.035894 0.402723 0.027 0.113 -0.188 0.10
H -0.166542 0.566199 -1.666416 -0.050 0.055 -0.007 0.12
N 2.182785 0.561766 -0.694268 0.783 0.422 -0.677 0.16
H 1.237735 1.329314 1.645716 0.003 0.033 0.005 0.08
O -1.058035 -2.358845 0.109313 -0.562 -0.440 0.151 -0.14
H -1.499220 2.293397 -0.895350 0.017 -0.028 0.055 0.08
H -1.408448 -0.365003 -0.391188 -0.051 -1.022 0.394 0.11
H 0.129695 2.640583 -0.274235 -0.095 0.097 0.001 0.08
```
Forces are in eV/Å.

- M (g/mol) = 119.168
- frontier orbital gap (spin up / spin down) (eV) = 9.1 / 6.4
- 2S+1 = 1

=====

No. 3
The following is a quantum chemistry calculation of the molecule C4H13N3O in a non-equilibrium geometry, from OMol25.

The geometry in XYZ format:
```
21
Properties=species:S:1:pos:R:3:forces:R:3:lowdin_charge:R:1
H -0.530682 -0.453729 -1.521946 0.155 0.989 -0.393 0.11
H 1.408906 0.318993 -1.322159 1.052 0.681 -2.015 0.07
C 0.778134 -1.024439 -0.020324 0.003 0.883 1.344 -0.17
C -1.515974 0.230064 0.327703 1.488 -2.075 1.764 -0.24
H -1.091457 1.216642 0.111598 -0.186 -0.209 0.480 0.10
N -1.473306 -2.006983 -0.900642 -0.270 0.107 -1.769 0.02
H -1.314010 -0.111060 1.470287 -0.702 1.119 -2.290 0.15
C -0.689409 -0.830519 -0.526645 -0.664 -0.451 -0.688 -0.38
H 1.380313 2.511164 0.267562 -0.204 0.076 0.358 0.04
N 2.139324 2.276523 0.892206 2.024 -2.752 -2.148 0.01
H 3.346178 0.738066 -0.241580 -0.393 0.578 1.868 0.12
O -2.863706 0.260169 -0.053062 -2.196 -0.604 0.666 -0.11
H 2.565433 0.008664 1.311474 0.244 1.597 -0.491 0.11
H -1.869422 -2.459797 -0.127544 -0.798 -0.816 1.117 0.03
H 0.891548 -1.142776 1.099494 -0.670 0.204 -0.933 0.11
H -3.567633 -0.288498 0.444780 2.548 1.134 -0.907 0.14
H -2.224564 -1.857294 -1.657337 1.784 0.070 1.972 0.12
N 1.388146 0.301559 -0.354481 -1.331 -1.716 3.086 -0.12
H 1.373479 -1.894257 -0.388659 -0.845 0.452 -0.434 0.11
H 1.888278 2.327246 1.830965 -0.786 0.136 1.711 0.01
C 2.472938 0.792826 0.500595 -0.254 0.597 -2.297 -0.23
```
Forces are in eV/Å.

- M (g/mol) = 119.168
- frontier orbital gap (eV) = 9.3
- 2S+1 = 1

=====

No. 4
The following is a quantum chemistry calculation of a cluster of 2 separate species, C4H13N3O in total in a non-equilibrium geometry, from OMol25.

The geometry in XYZ format:
```
21
Properties=species:S:1:pos:R:3:forces:R:3:lowdin_spin:R:1
H -0.709630 2.815734 1.144351 -0.278 0.121 -0.049 0.00
O 2.215977 -0.533356 0.945474 -0.589 -0.114 -0.042 0.01
H 1.791711 0.662917 2.596278 -0.133 -0.069 0.111 0.00
H 0.834648 1.485348 -0.004714 0.020 0.115 -0.318 0.00
H -0.769866 -0.287171 0.769996 0.448 0.107 -0.245 0.00
H -1.348496 -1.844762 0.684638 -0.072 -0.332 -0.074 0.00
H -2.695817 -2.006121 -2.878434 0.048 -0.124 -0.004 0.00
H 0.582236 -1.239988 -0.882508 0.039 0.135 -0.431 0.04
N 0.633384 1.240412 0.953013 0.181 -0.456 0.399 0.00
C -2.334016 -1.035886 -2.554819 -0.173 0.034 -1.103 0.11
N -1.247898 -0.978489 0.171197 -0.539 0.135 -0.691 0.12
N -0.963195 -1.107049 -2.170211 -2.011 -0.290 -0.529 0.59
H -2.880644 -0.705887 -1.649184 0.301 0.013 0.110 0.05
H 2.727098 1.378395 1.289072 0.085 -0.039 -0.037 0.00
C 1.886708 0.719423 1.513245 0.014 0.222 -0.190 0.00
H -0.069540 2.228578 2.675327 -0.005 -0.049 0.059 0.00
H 1.578366 -1.182012 1.282377 0.395 0.139 0.107 0.00
C 0.178163 2.453512 1.641437 0.139 -0.012 -0.060 0.00
C -0.507454 -1.146029 -1.050354 2.073 0.279 2.951 0.08
H -2.483344 -0.313322 -3.350272 -0.019 0.156 -0.038 0.01
H 0.921516 3.253136 1.622038 0.077 0.028 0.074 0.00
```
Forces are in eV/Å.

- M (g/mol) = 119.168
- charge = +1
- frontier orbital gap (spin up / spin down) (eV) = 9.3 / 4.7
- 2S+1 = 2

=====

No. 5
The following is a quantum chemistry calculation of a cluster of 2 separate species, C4H13N3O2 in total in a non-equilibrium geometry, from OMol25.

The geometry in XYZ format:
```
22
Properties=species:S:1:pos:R:3:forces:R:3:lowdin_charge:R:1
H 1.155058 -1.152674 -0.655636 -0.307 0.150 0.111 0.10
H 0.680559 -1.411228 -2.302364 -0.367 -0.314 -0.071 0.11
C 0.417610 -0.854326 -1.405630 -0.145 1.759 -0.572 -0.20
H -0.541031 1.664916 0.871326 -0.182 0.084 0.190 0.01
C -0.581165 -1.162730 1.463407 -0.987 -1.453 -0.116 -0.38
H -0.330474 1.074453 -1.546850 0.130 0.266 0.170 0.08
H 1.724437 2.419571 0.632873 0.200 -0.082 -0.113 0.08
O 0.312252 -1.990451 1.392037 0.308 0.410 -0.110 0.00
C 1.685901 1.213673 -1.085167 -0.748 -0.212 -0.649 -0.29
H -1.241851 2.042932 2.193739 -0.152 0.029 -0.132 0.05
H -0.960658 -0.859470 2.445514 0.083 0.644 0.036 0.13
H -1.806832 -0.621239 -1.488665 0.845 -0.152 -0.635 0.13
H -1.180500 -2.216054 -1.115954 0.040 0.432 0.241 0.12
H 2.526314 0.500225 -1.125912 -0.332 0.238 -0.148 0.11
C -0.991436 -1.134793 -0.947777 -1.516 -1.543 -0.024 -0.19
O -1.422248 1.680689 1.318318 0.385 0.665 0.140 -0.10
N 1.346553 1.541958 0.300485 -0.181 0.499 0.323 0.01
H 1.575157 0.814529 0.967485 0.194 -0.059 -0.171 0.08
H 1.976274 2.089814 -1.682277 -0.027 0.069 0.661 0.11
N -1.376286 -0.801266 0.419583 0.774 0.777 0.312 0.01
H -1.916402 0.070463 0.551498 0.557 -1.000 0.094 0.10
N 0.534786 0.604655 -1.769367 1.429 -1.209 0.463 -0.06
```
Forces are in eV/Å.

- M (g/mol) = 135.167
- frontier orbital gap (eV) = 9.6
- 2S+1 = 1

=====

No. 6
The following is a quantum chemistry calculation of the molecule C4H13N3S in a non-equilibrium geometry, from OMol25.

The geometry in XYZ format:
```
21
Properties=species:S:1:pos:R:3:forces:R:3:lowdin_charge:R:1
H -4.097882 -1.364245 1.134931 -0.099 0.356 0.160 0.06
C -2.145874 -1.895648 1.205282 0.857 1.497 -0.589 -0.32
H -1.744671 -0.141373 0.170028 -0.163 -0.204 -0.032 0.09
H 1.051250 2.197215 -2.516016 -0.415 -0.266 -0.201 -0.16
N -3.357398 -1.411258 1.816620 0.109 -0.794 -0.064 0.01
N 2.205692 -0.701955 -0.364563 -1.134 0.337 0.372 0.02
C 0.839860 -0.161561 -0.575341 0.083 -2.845 -1.366 -0.47
N -1.264974 -0.763040 0.815568 -0.222 0.345 -0.851 -0.08
C 0.576530 1.290480 -0.308232 0.144 0.533 -1.269 -0.52
C 0.016505 -1.190333 0.245282 -0.010 -0.087 1.301 -0.23
H 0.597774 -0.462202 -1.625741 0.114 0.949 0.439 0.14
H -2.398468 -2.485859 0.309951 0.039 -0.290 0.450 0.12
H -1.485149 -2.423638 1.888036 -0.402 -0.671 0.193 0.11
H -0.330790 1.673050 -0.779522 -0.788 -0.761 1.188 0.05
H 2.946238 -0.394307 -0.972981 -0.061 0.547 0.138 0.06
S 1.621023 2.388113 -1.335408 1.448 0.432 0.692 0.69
H 2.371778 -0.581145 0.625958 0.873 -0.012 -0.153 0.07
H 0.622960 -1.430668 1.121873 0.184 -0.035 0.142 0.10
H -0.007717 -2.162107 -0.285819 -0.251 0.508 -0.244 0.12
H 0.709935 1.517620 0.751142 -0.215 0.388 -0.235 0.09
H -3.206994 -0.542242 2.306143 -0.091 0.074 -0.073 0.06
```
Forces are in eV/Å.

- M (g/mol) = 135.236
- frontier orbital gap (eV) = 9.7
- 2S+1 = 1

=====

No. 7
The following is a quantum chemistry calculation of a structure of composition C4H13N4 in a non-equilibrium geometry, from OMol25.

The geometry in XYZ format:
```
21
Properties=species:S:1:pos:R:3:forces:R:3:lowdin_charge:R:1
H -0.142271 -2.266550 0.684506 0.402 -0.023 -0.505 0.11
C 3.558014 0.135157 0.100073 -1.371 2.623 0.905 -0.02
H -2.155204 -0.156927 -1.359196 0.723 0.705 -3.094 0.05
N -0.038876 0.690549 -0.123637 1.239 -1.333 0.007 0.03
H 1.498847 1.909622 -0.389528 0.878 -0.225 -0.334 0.17
H -2.627264 -1.435795 -0.282534 -0.494 1.580 0.427 0.12
N -0.054273 -1.651020 -0.132113 1.396 -0.160 3.589 -0.01
H -3.971020 0.762331 0.177160 -3.281 0.454 -1.054 0.04
H 3.692500 0.916296 0.894115 1.128 -0.793 -0.859 0.12
C 1.272711 0.871397 -0.179095 -1.266 -1.130 1.187 -0.07
H 3.743225 0.507699 -0.898380 0.781 -0.014 -0.030 0.10
C -2.980155 0.812856 0.389794 1.349 -1.466 2.044 -0.10
C -2.376882 -0.341669 -0.388678 3.281 -1.018 4.898 -0.02
H -0.354543 -2.200605 -0.883868 -1.346 0.077 -1.971 0.07
H 3.984823 -0.792845 0.315382 1.207 -1.062 0.293 0.08
H -2.624234 1.842186 0.220938 0.121 -0.678 -0.162 0.09
H 1.800972 -0.993720 0.290253 -0.907 -1.031 0.038 0.09
N 2.129425 -0.070363 0.187889 -0.744 2.007 -0.956 0.00
H -0.640714 1.368410 -0.516110 -0.516 0.831 -0.189 0.12
H -3.040718 0.575509 1.499820 0.738 0.376 -1.251 0.12
N -0.674359 -0.482521 0.393202 -3.319 0.278 -2.984 -0.09
```
Forces are in eV/Å.

- M (g/mol) = 117.176
- charge = +1
- frontier orbital gap (eV) = 10.2
- 2S+1 = 1

=====

No. 8
The following is a quantum chemistry calculation of a structure of composition C4H13N4 in a non-equilibrium geometry, from OMol25.

The geometry in XYZ format:
```
21
Properties=species:S:1:pos:R:3:forces:R:3:lowdin_charge:R:1
H -1.246191 -2.068263 0.580085 -0.425 0.104 0.165 0.12
H 1.688876 0.255350 -1.619596 2.126 1.787 -0.394 0.05
H 0.489761 -1.344300 0.881893 1.396 1.385 -1.581 0.15
N -0.104139 1.796495 0.311937 0.270 0.162 -3.484 0.02
N -0.210275 0.545376 0.706121 -2.032 -2.676 1.829 -0.10
H 2.189335 -0.035578 2.008823 0.004 -0.256 1.597 0.07
H -2.875336 -1.923349 0.078916 -1.131 -0.674 -0.287 0.12
H 0.132911 2.534763 0.944465 -0.136 -0.092 0.793 0.12
H -2.181676 1.595872 -0.423622 0.060 1.247 -0.422 0.10
H 1.301087 -1.399971 -1.666509 -0.100 1.375 1.353 0.13
N -2.054320 -1.479548 0.393540 1.643 1.594 -0.739 0.21
H 3.061100 -0.829058 0.730600 -0.150 -0.465 -0.258 0.10
C -1.784421 -0.230475 0.027442 2.993 1.799 1.715 -0.19
H 2.663907 0.802020 0.715881 1.379 3.743 -1.527 0.03
C 2.307930 -0.093372 0.966167 -2.384 -2.466 0.852 -0.03
H 0.131256 -0.180211 -1.708488 -0.977 0.148 0.266 0.06
N -2.533244 0.673817 -0.564403 0.886 -2.899 1.061 0.21
C 0.931542 -0.384393 0.349887 -1.703 -1.528 0.167 -0.37
H 0.443616 1.793029 -0.564928 -0.285 1.072 0.499 0.11
C 1.034984 -0.387880 -1.159058 -0.942 -4.134 -1.454 -0.08
H -3.386699 0.359681 -0.989143 -0.494 0.775 -0.150 0.14
```
Forces are in eV/Å.

- M (g/mol) = 117.176
- charge = +1
- frontier orbital gap (eV) = 10.3
- 2S+1 = 1